Here is C8H26F2O5S3Zr as an isolated structure in a non-equilibrium geometry from the OMol25 dataset. Energies are from wB97M-V/def2-TZVPD.

Element x y z (Å)
H  2.17  0.04  -3.96
H  -2.58  2.92  -0.57
S  2.83  -2.33  0.67
F  0.92  3.01  0.13
C  -2.52  -1.88  -1.59
C  3.56  2.33  -2.78
H  1.23  -0.59  -2.60
H  -1.73  -0.60  3.28
C  1.74  0.29  -2.99
H  0.58  -2.95  1.00
H  -3.38  -0.38  2.79
O  -0.61  1.69  2.02
F  0.04  0.26  -0.12
C  -2.35  -0.25  2.45
H  4.33  2.77  -2.14
H  -2.62  -1.63  -0.52
H  1.08  1.15  -3.11
O  -1.23  -1.81  -2.16
H  3.43  -4.02  2.22
O  2.66  1.19  -0.56
H  -3.27  2.99  -2.22
H  3.96  2.14  -3.77
H  1.04  -3.10  -0.72
H  2.71  3.00  -2.79
Zr  1.43  1.24  1.13
H  -1.46  1.07  -1.09
C  1.34  -3.31  0.31
H  -2.13  -0.84  1.57
H  -2.86  -2.91  -1.72
H  -2.14  3.05  3.95
O  2.29  -0.89  0.77
H  -3.48  1.89  4.22
H  -1.78  1.48  4.63
C  -2.96  2.34  -1.41
H  -3.17  -1.21  -2.16
H  -3.84  1.76  -1.11
H  3.98  -2.46  2.80
H  -0.78  -0.98  -1.97
S  3.16  0.77  -1.93
S  -2.12  1.51  2.23
C  3.14  -2.98  2.33
O  -1.96  1.42  -1.84
H  2.29  -2.83  3.00
C  -2.44  2.00  3.94
H  1.47  -4.38  0.39

Its total charge is +2. The LUMO energy comes out at -8.31 eV. Its HOMO energy is -0.542 hartree. The relative energy (zero: lowest compared OMol25 entry of this formula, charge and spin) comes out at 110.5 kJ/mol. As for the multiplicity: 1. The frontier orbital gap is 0.2365 hartree.

Mulliken population analysis, charges in e, atoms 1 to 2: 0.53 0.23

***

Here is C8H26LiN2O4 as an isolated structure in a non-equilibrium geometry from the OMol25 dataset. Energies are from wB97M-V/def2-TZVPD.

Element x y z (Å)
H  -0.15  -4.02  -2.88
H  -1.30  -1.63  -2.86
H  2.58  0.51  2.23
H  0.90  -2.67  -3.27
H  3.83  2.60  0.27
C  2.94  3.01  0.76
H  -3.42  0.62  -0.81
H  -2.03  -1.35  0.04
O  1.29  -0.44  0.83
C  1.92  1.93  0.66
N  -0.92  0.13  -0.84
C  -1.94  -0.93  -0.97
H  1.34  -3.77  -1.97
H  -2.18  -2.88  -2.09
O  -2.31  2.54  0.85
H  -0.45  0.00  3.16
C  1.64  -1.78  0.89
H  0.66  3.41  1.17
H  2.04  -2.03  1.87
C  2.36  0.54  1.16
H  3.17  3.18  1.81
H  3.23  0.27  0.56
C  -1.51  -2.05  -1.87
H  -3.07  2.49  1.44
H  -2.63  3.05  0.10
N  0.78  2.44  1.43
H  2.60  3.92  0.26
O  -1.20  -0.01  2.56
H  1.65  1.84  -0.40
H  -1.68  -0.81  2.78
H  2.33  -2.16  0.14
H  1.01  2.51  2.41
H  -4.12  -1.00  -1.02
H  -0.94  0.59  -1.74
H  -3.24  -0.17  -2.39
C  -3.29  -0.34  -1.31
O  -0.28  -2.58  -1.42
Li  -0.76  1.24  0.95
H  -0.13  -0.50  -0.94
H  0.77  -2.44  0.92
C  0.50  -3.26  -2.44

Its total charge is +1. The LUMO energy comes out at -2.60 eV. Its HOMO energy is -0.469 hartree. The relative energy (zero: lowest compared OMol25 entry of this formula, charge and spin) comes out at 54.6 kJ/mol. As for the multiplicity: 1. The frontier orbital gap is 0.3738 hartree.

Mulliken population analysis, charges in e, atoms 1 to 2: 0.35 0.41

***

Here is C8H26N12O12Pb2 as an isolated structure in a non-equilibrium geometry from the OMol25 dataset. Energies are from wB97M-V/def2-TZVPD.

Element x y z (Å)
O  -1.53  -1.79  4.03
H  3.91  1.82  1.35
H  -1.09  3.29  0.09
C  1.82  -0.78  -2.90
H  -2.29  1.07  3.19
H  -1.46  -3.66  -3.85
Pb  0.39  2.34  -3.38
O  1.89  0.45  -3.13
H  -4.28  2.81  2.18
H  2.90  0.70  2.29
C  -2.80  3.04  1.02
C  -0.50  0.41  -0.28
H  -0.54  -3.16  -2.12
O  -1.54  -0.24  -0.11
C  0.17  -3.54  1.46
C  -1.94  -0.66  4.02
H  -2.91  0.78  4.78
O  2.93  5.01  -0.96
N  -0.94  -2.87  1.38
O  -3.17  -1.65  -2.25
H  4.49  -0.04  -1.16
N  -2.07  -2.86  -3.83
N  -3.34  3.18  2.17
N  -1.92  0.14  3.06
H  -2.35  -2.24  -4.58
H  0.73  -1.91  0.30
H  -1.22  3.99  1.68
C  -2.30  -2.41  -2.59
O  2.64  3.33  -2.35
O  3.31  -1.05  0.60
H  -1.44  -0.09  2.20
O  1.03  3.86  -1.13
N  4.20  0.61  -0.44
H  -0.62  -2.06  0.88
N  1.78  -1.48  -1.86
C  2.24  4.01  -1.45
H  2.22  5.15  -0.34
O  0.52  0.17  0.44
H  2.05  -2.46  -1.84
N  -1.40  -2.75  -1.77
Pb  -3.10  0.93  -1.75
H  -1.70  -2.74  -0.80
N  3.52  0.90  1.51
N  -2.76  -0.20  4.93
H  4.42  1.59  -0.51
H  1.99  -2.99  0.49
H  -1.68  -2.98  2.05
H  -2.95  -0.65  5.82
C  3.66  0.03  0.55
H  1.89  -0.99  -0.99
N  1.01  -2.82  0.65
H  1.05  0.83  -0.01
O  -0.55  1.31  -1.09
O  -3.48  2.66  0.17
H  1.43  -2.58  -3.52
H  -2.86  3.36  3.04
N  1.78  -1.67  -3.80
N  -1.50  3.29  1.01
O  0.49  -4.46  2.18
H  1.76  -1.25  -4.72

Its expectation value of S² is 0.754. Its total charge is +1. The LUMO energy (alpha / beta) comes out at -3.83 / -4.27 eV. Its HOMO energy (alpha / beta) is -0.337 / -0.414 hartree. As for the multiplicity: 2. The frontier orbital gap (alpha / beta) is 0.1961 / 0.2569 hartree.

Mulliken population analysis, charges in e, atoms 1 to 2: -0.68 0.16